No. 1
Entry from the Open Molecules 2025 dataset: a 2-piece molecular cluster, C28H41O2 overall at a distorted geometry (wB97M-V/def2-TZVPD).

Values from the calculation:
molecular weight	409.63	g mol⁻¹
E	-1241.7130	Eh
frontier orbital gap	5.7	eV
charge	+1
relative energy (zero: lowest compared OMol25 entry of this formula, charge and spin)	9.00	kcal per mole

Structure (XYZ):
```
71
Properties=species:S:1:pos:R:3:forces:R:3
C -1.00179 -3.57345 4.68625 0.072 -0.095 0.024
C -0.44826 -3.36427 3.27905 0.146 0.142 0.112
C -1.48958 -3.51146 2.19802 -0.254 -0.302 -1.163
C -0.97665 -3.26133 0.73908 -0.399 1.547 1.444
H -0.91540 -2.12614 0.57660 -0.022 -1.407 -0.017
O 0.30633 -3.79968 0.52805 -0.514 -0.509 -0.690
C 0.21261 -4.79007 -0.51691 0.570 0.035 0.491
C -1.23618 -4.80343 -0.96035 -0.609 0.137 0.017
O -1.90566 -3.80444 -0.16410 0.771 -0.369 -0.521
H -0.27707 -3.23876 5.42791 -0.012 -0.017 0.063
H -1.93696 -3.03242 4.86302 0.107 -0.020 -0.101
H -1.18218 -4.63467 4.87062 -0.121 0.060 0.000
H 0.02113 -2.37755 3.21512 0.058 -0.249 0.045
H 0.32889 -4.10548 3.08040 0.129 0.155 0.084
H -1.88364 -4.54593 2.21242 0.022 0.413 0.007
H -2.34187 -2.82369 2.33000 0.189 -0.259 0.130
H 0.88087 -4.50715 -1.33493 0.029 -0.064 0.153
H 0.51792 -5.76048 -0.10262 0.025 0.256 -0.168
H -1.32928 -4.54110 -2.02161 -0.127 -0.089 0.233
H -1.69985 -5.78039 -0.77485 -0.004 0.254 -0.118
C 4.26164 -1.85709 1.03884 0.333 -0.295 -0.078
C 3.38119 -0.65133 1.13523 -0.378 0.134 -0.052
C 2.02809 -0.78296 1.45077 0.117 0.149 0.080
C 1.19981 0.33299 1.57578 0.389 0.100 -0.443
C -0.22124 0.10726 2.01368 -0.565 -0.084 0.320
C 1.70377 1.60516 1.23433 -0.131 -0.172 0.091
C 0.77290 2.80744 1.13463 0.212 0.002 0.258
C 0.49049 3.39313 2.53555 -0.229 0.190 -0.078
C -0.53864 2.54851 0.31656 -0.012 0.075 0.940
C -0.33718 1.73790 -0.88704 0.104 1.496 -1.599
C -1.09522 1.85094 -2.07535 0.133 -0.420 0.532
C -0.41291 1.78697 -3.33872 -0.015 -0.470 -0.643
C 1.07953 1.87757 -3.38859 0.396 0.061 -0.184
C -1.13355 1.78522 -4.52747 0.523 0.128 0.480
C -2.53165 1.85419 -4.53221 0.297 -0.033 0.000
C -3.28447 1.73839 -5.81885 -0.323 0.047 -0.049
C -3.18736 2.06316 -3.31501 -0.157 0.090 0.512
C -2.51710 2.07593 -2.09698 -0.312 0.399 -0.275
C -3.31290 2.36234 -0.86145 -0.505 0.190 0.179
C 3.07801 1.75419 0.96780 -0.353 0.089 -0.297
C 3.70429 3.09890 0.69002 0.231 0.220 -0.164
C 3.88715 0.62796 0.91109 0.048 -0.321 0.152
H 5.26197 -1.56247 0.70914 -0.099 -0.141 0.032
H 4.36678 -2.37243 2.00266 -0.081 0.172 -0.169
H 3.86658 -2.59152 0.32602 0.036 0.155 0.123
H 1.59746 -1.77627 1.58025 0.168 0.146 0.149
H -0.69319 0.99750 2.44108 0.181 -0.263 -0.124
H -0.85291 -0.24482 1.18038 0.105 0.107 0.295
H -0.27744 -0.65368 2.80758 0.095 0.307 -0.472
H 1.29116 3.59699 0.57269 -0.008 -0.253 0.119
H 1.43571 3.58354 3.06576 -0.289 -0.092 -0.247
H -0.04406 4.34982 2.45415 0.056 -0.203 0.079
H -0.10785 2.71310 3.15958 0.227 0.256 -0.196
H -1.28401 2.04690 0.94888 0.000 0.219 -0.014
H -0.97213 3.52941 0.03852 0.056 -0.548 0.079
H 0.63988 1.24211 -0.94456 -0.373 -0.021 -0.016
H 1.44139 1.69729 -4.40684 -0.053 0.015 0.279
H 1.39650 2.89178 -3.09635 -0.079 -0.290 -0.093
H 1.59003 1.18205 -2.71118 -0.125 0.053 -0.149
H -0.58996 1.77916 -5.47569 -0.180 -0.102 0.300
H -4.36281 1.73908 -5.63765 0.175 0.048 -0.093
H -3.04251 2.56041 -6.50471 0.009 -0.112 0.191
H -3.03102 0.80772 -6.34037 0.054 0.142 0.156
H -4.26421 2.26532 -3.32266 0.405 -0.275 0.029
H -4.35929 2.54406 -1.13957 0.286 -0.156 0.111
H -3.30524 1.55242 -0.11654 0.143 0.191 -0.239
H -2.96004 3.28206 -0.37504 -0.086 -0.301 -0.095
H 4.79166 2.98223 0.58474 -0.326 0.083 0.066
H 3.34326 3.54954 -0.24761 0.037 -0.121 0.215
H 3.52340 3.82957 1.48994 0.004 -0.203 -0.144
H 4.94286 0.74425 0.66362 -0.198 -0.010 0.124
```
Positions in Å, forces in eV/Å.

=====

No. 2
Entry from the Open Molecules 2025 dataset: C20H34N4O in the gas phase (wB97M-V/def2-TZVPD).

Values from the calculation:
structure (SMILES)	CC(C)N1CCC(N2CCN(Cc3cccnc3)C[C@H]2CCO)CC1
molecular weight	346.52	g mol⁻¹
E	-1076.7365	Eh
frontier orbital gap	9.0	eV
relative energy (zero: lowest compared OMol25 entry of this formula, charge and spin)	1.84	kcal per mole

Structure (XYZ):
```
59
Properties=species:S:1:pos:R:3:forces:R:3
C -7.11000 -0.29912 0.39820 0.261 0.149 -0.252
H -6.89450 -1.28633 -0.00450 -0.032 -0.147 0.004
H -8.14856 -0.06114 0.18337 -0.137 -0.014 0.016
H -6.97973 -0.32476 1.47751 -0.016 -0.025 0.135
C -6.19407 0.75736 -0.23586 -0.280 0.160 0.100
N -4.76905 0.47656 -0.13403 0.051 -0.064 -0.095
C -4.29133 -0.55052 -1.03551 0.153 0.075 -0.196
C -2.76828 -0.47758 -1.13465 -0.138 -0.311 0.196
H -2.49407 0.51117 -1.50057 0.045 0.031 -0.085
H -2.41339 -1.23299 -1.83847 0.069 -0.003 -0.069
C -2.16120 -0.70733 0.25826 -0.127 0.283 -0.057
N -0.71918 -0.79820 0.35947 0.008 -0.226 0.131
C -0.11196 -2.02120 -0.11292 0.148 -0.054 0.215
C 1.18632 -2.24726 0.66124 -0.252 -0.246 -0.170
N 2.08234 -1.12461 0.44148 0.036 -0.104 0.080
C 1.43219 0.10994 0.85462 -0.209 0.418 -0.020
H 1.18303 0.06778 1.92950 0.041 0.011 -0.065
C 0.11994 0.35561 0.09321 0.124 0.111 0.164
C 0.27893 0.72356 -1.41464 0.335 -0.040 -0.037
H -0.30483 0.01913 -2.00716 -0.052 0.059 -0.054
H -0.15101 1.71493 -1.56891 -0.092 0.030 -0.034
C 1.68513 0.74027 -2.02904 -0.287 0.347 -0.003
O 2.21557 -0.53715 -2.24281 0.131 -0.531 -0.179
H 2.25461 -0.96506 -1.36138 0.034 0.133 -0.033
H 1.61679 1.20254 -3.01921 0.017 0.069 0.143
H 2.37003 1.35234 -1.42329 -0.037 0.044 -0.062
H -0.34991 1.20924 0.58962 0.089 -0.064 0.002
H 2.11995 0.94283 0.70090 -0.025 -0.038 0.011
C 3.36542 -1.31263 1.11216 0.050 0.022 -0.021
C 4.35465 -0.26375 0.68792 0.166 0.039 0.026
C 4.91023 -0.27430 -0.58775 0.038 0.101 0.164
C 5.79327 0.72998 -0.94541 -0.073 -0.059 0.031
C 6.09129 1.71055 -0.01085 0.082 -0.025 -0.240
N 5.57587 1.72868 1.20607 0.165 0.427 0.314
C 4.73337 0.76787 1.54042 -0.174 -0.326 -0.060
H 4.33848 0.82623 2.54787 -0.116 -0.101 0.084
H 6.77242 2.51937 -0.24081 0.072 0.023 -0.116
H 6.23741 0.75188 -1.92827 0.052 0.020 -0.081
H 4.64550 -1.04981 -1.29061 -0.030 -0.061 -0.083
H 3.24859 -1.29286 2.20963 -0.011 -0.052 -0.083
H 3.74153 -2.29977 0.82548 -0.044 0.035 0.105
H 0.95002 -2.36084 1.73283 0.015 -0.005 -0.050
H 1.67399 -3.16076 0.31055 0.024 0.011 0.031
H 0.11689 -2.00455 -1.18996 -0.030 -0.057 -0.005
H -0.79046 -2.85514 0.07822 0.001 0.013 -0.025
C -2.73695 0.36081 1.18986 -0.126 -0.372 0.032
H -2.47208 1.35528 0.83139 0.020 0.098 0.023
C -4.26074 0.25046 1.20376 0.179 0.242 0.026
H -4.67118 1.00859 1.87125 -0.037 -0.065 0.055
H -4.54376 -0.74514 1.59173 -0.035 0.064 0.033
H -2.34096 0.22997 2.19763 0.064 -0.010 0.039
H -2.52711 -1.68049 0.61730 -0.029 0.077 -0.030
H -4.72980 -0.38010 -2.02230 -0.036 -0.056 0.051
H -4.58098 -1.56566 -0.70389 -0.026 0.016 -0.048
C -6.50228 2.14294 0.33562 0.048 -0.247 -0.209
H -6.48556 2.13724 1.42245 -0.019 0.033 0.148
H -7.49069 2.46214 0.01522 -0.132 0.061 0.033
H -5.76806 2.85922 -0.02216 0.053 0.109 -0.033
H -6.40777 0.79081 -1.31166 0.030 -0.005 0.102
```
Positions in Å, forces in eV/Å.

=====

No. 3
Entry from the Open Molecules 2025 dataset: a 2-piece molecular cluster, C4H9N2O overall at a distorted geometry (wB97M-V/def2-TZVPD).

Values from the calculation:
molecular weight	101.13	g mol⁻¹
E	-342.1127	Eh
frontier orbital gap (spin up / spin down)	9.4 / 7.9	eV
charge	+1
relative energy (zero: lowest compared OMol25 entry of this formula, charge and spin)	153.47	kcal per mole

Structure (XYZ):
```
16
Properties=species:S:1:pos:R:3:forces:R:3
C -0.22760 -0.32086 0.94534 1.409 -1.669 1.502
C 0.72492 -0.54882 -1.31173 3.016 0.842 -0.900
C -0.87294 1.39013 -0.66353 2.407 3.118 0.273
C -0.44335 -0.06582 -0.44041 -0.566 0.816 -1.196
N 1.27481 -2.22864 0.80897 2.612 1.280 1.900
N -0.61829 0.10463 2.08862 -1.321 0.547 -2.639
O 2.31606 -1.95135 1.22150 -2.787 -1.094 -0.953
H 0.48033 -0.87507 -2.38225 0.109 0.648 1.730
H 1.39182 -1.32560 -0.84838 -1.425 0.409 -0.875
H 1.53448 0.26768 -1.33234 -1.347 -0.721 -0.456
H -0.00217 2.16232 -0.59152 -0.718 -1.711 -0.089
H -1.51837 1.91900 0.06823 -0.464 -1.145 -0.555
H -1.15538 1.53370 -1.69471 -0.729 -0.051 -0.118
H -1.25760 -0.59037 -0.90421 -0.964 -0.925 0.766
H -1.45855 0.70057 2.11215 0.441 0.012 0.530
H -0.16815 -0.17150 2.92425 0.329 -0.357 1.080
```
Positions in Å, forces in eV/Å.

=====

No. 4
Entry from the Open Molecules 2025 dataset: C18H26N4O4S2 in the gas phase at a distorted geometry (wB97M-V/def2-TZVPD).

Values from the calculation:
structure (SMILES)	COc1ccc(N(CC(C)C)S(=O)(=O)c2nnc(NC(=O)CC(C)C)s2)cc1
molecular weight	426.56	g mol⁻¹
E	-2017.8282	Eh
frontier orbital gap	8.9	eV
relative energy (zero: lowest compared OMol25 entry of this formula, charge and spin)	51.85	kcal per mole

Structure (XYZ):
```
54
Properties=species:S:1:pos:R:3:forces:R:3
C 4.51742 -1.47308 -0.77121 0.054 -0.223 0.051
H 4.02752 -1.77784 0.15930 -0.005 0.016 -0.040
O 4.21264 -0.14006 -1.10668 -0.128 0.322 -0.099
C 2.91943 0.19313 -1.35070 -0.154 0.069 -0.013
C 2.68662 1.52612 -1.70074 0.121 -0.085 0.001
C 1.40936 1.97430 -1.95311 0.005 -0.142 0.006
C 0.33128 1.09819 -1.87400 0.593 -0.572 0.120
C 0.56084 -0.22634 -1.53258 0.031 0.212 -0.207
C 1.84194 -0.68295 -1.27076 0.306 -0.145 0.076
H 1.98199 -1.71968 -1.00739 0.058 -0.092 0.013
H -0.26926 -0.91561 -1.47771 -0.112 -0.038 -0.006
N -1.00227 1.54608 -2.04725 -0.282 0.418 0.833
S -1.67924 2.08330 -0.64118 -0.100 -0.248 0.060
O -0.72608 2.78439 0.17152 0.065 -0.167 -0.052
O -2.94068 2.69111 -0.90734 -0.140 -0.190 -0.257
C -1.87675 0.52752 0.21716 0.674 0.317 0.610
N -2.60602 -0.48189 -0.08522 -0.490 1.201 -1.061
N -2.38069 -1.55327 0.65069 -0.020 -1.339 0.626
C -1.43998 -1.39030 1.53679 0.615 1.553 -0.182
N -1.08621 -2.40997 2.35815 -0.319 -0.740 0.199
C -0.03088 -2.59046 3.24596 -0.182 0.196 -0.289
O 0.04143 -3.64185 3.83013 0.125 -0.127 0.182
C 0.92599 -1.44238 3.39617 0.365 -0.217 0.460
H 0.38302 -0.61474 3.86091 -0.046 0.062 -0.019
H 1.24879 -1.10556 2.40791 0.037 0.030 -0.034
C 2.15056 -1.80580 4.24536 0.003 0.087 -0.147
C 3.07862 -2.73528 3.46834 -0.223 -0.011 0.188
H 3.45118 -2.23908 2.57337 0.072 0.079 -0.124
H 3.93096 -3.01686 4.08114 0.122 -0.048 0.025
H 2.55310 -3.64100 3.17844 0.018 -0.124 -0.066
C 2.88719 -0.53639 4.66187 -0.174 -0.215 0.010
H 3.76330 -0.78608 5.25479 0.113 0.021 0.054
H 3.21352 0.01951 3.78517 0.078 0.113 -0.103
H 2.24486 0.10803 5.25730 -0.037 0.130 0.072
H 1.80157 -2.33179 5.13876 -0.012 0.041 -0.067
H -1.68605 -3.22644 2.26559 0.122 0.123 0.039
S -0.75555 0.23572 1.51677 -0.630 -0.725 -0.096
C -1.45203 2.10576 -3.30610 -0.595 0.172 -0.639
H -0.61076 2.57806 -3.82483 -0.029 0.011 0.135
C -2.11202 1.05549 -4.21209 0.094 -0.024 0.131
C -3.24861 0.35659 -3.47187 0.140 0.188 -0.215
H -3.95263 1.08747 -3.08320 -0.170 0.033 0.076
H -3.77634 -0.31974 -4.13994 -0.075 -0.092 -0.035
H -2.86499 -0.21348 -2.62943 -0.021 -0.099 0.054
C -1.09445 0.04761 -4.74006 -0.195 0.233 -0.014
H -0.66946 -0.52960 -3.92427 0.067 -0.132 0.060
H -1.57268 -0.63867 -5.43502 -0.004 -0.111 -0.061
H -0.28414 0.55428 -5.26050 0.147 -0.003 -0.075
H -2.52948 1.60374 -5.06472 0.036 0.031 0.039
H -2.18827 2.87129 -3.05427 0.084 0.039 -0.240
H 1.23544 3.01082 -2.19633 -0.007 0.142 -0.003
H 3.53119 2.19441 -1.75285 0.097 0.092 -0.011
H 5.59686 -1.50207 -0.63327 -0.082 -0.048 0.002
H 4.23631 -2.16395 -1.57201 -0.007 0.027 0.031
```
Positions in Å, forces in eV/Å.